1.
This record from the OMol25 dataset describes a 2-piece molecular cluster, C8H8N4O4 overall. The level of theory is ωB97M-V/def2-TZVPD.

The SMILES is O=c1cc[nH]c(=O)[nH]1.O=c1cc[nH]c(=O)[nH]1. The frontier orbital gap is 9.56 eV.

The geometry in ORCA input format:
```
! wB97M-V def2-TZVPD RIJCOSX def2/J DEFGRID3
* xyz 0 1
C -1.70 -0.38 1.31
C -1.90 -1.65 0.68
C -2.42 -1.67 -0.53
C -2.70 0.70 -0.79
C 1.45 1.23 0.17
C 0.57 -0.03 0.14
C 1.09 -1.18 -0.15
C 3.44 -0.33 -0.33
H -1.44 1.58 0.81
H -1.54 -2.65 1.09
H -2.31 -2.57 -1.32
H -3.29 -0.72 -2.21
H 3.58 1.70 -0.26
H -0.57 0.16 0.06
H 0.68 -2.16 -0.24
H 2.92 -2.18 -0.56
N -2.05 0.73 0.47
N -2.88 -0.56 -1.24
N 2.83 0.92 0.13
N 2.53 -1.37 -0.09
O -1.14 -0.12 2.35
O -2.90 1.76 -1.41
O 0.99 2.31 0.57
O 4.55 -0.36 -0.92
*
```

=====

2.
This record from the OMol25 dataset describes one molecule with the formula C3H6O2S. The level of theory is ωB97M-V/def2-TZVPD.

The frontier orbital gap (spin up / spin down) is 4.87 / 6.74 eV.

The geometry in ORCA input format:
```
! wB97M-V def2-TZVPD RIJCOSX def2/J DEFGRID3
* xyz 0 3
C 0.24 0.13 1.68
C -0.34 -0.11 0.36
C 0.61 -0.46 -0.96
O -0.47 -1.05 1.36
O 1.17 0.68 -1.50
S -1.78 0.88 -0.09
H 1.30 0.01 1.84
H -0.27 0.81 2.35
H -0.03 -1.01 -1.66
H 1.41 -1.11 -0.60
H 0.49 1.25 -1.86
H -2.32 -0.03 -0.91
*
```

=====

3.
This record from the OMol25 dataset describes a 11-piece molecular cluster, H21O11 overall. The level of theory is ωB97M-V/def2-TZVPD.

The frontier orbital gap is 9.24 eV.

The geometry in ORCA input format:
```
! wB97M-V def2-TZVPD RIJCOSX def2/J DEFGRID3
* xyz -1 1
O -3.83 -0.08 1.46
H -2.90 0.00 1.50
H -4.10 -0.99 1.55
O 2.22 -1.79 -3.66
H 1.69 -1.42 -2.95
H 2.30 -2.71 -3.37
O -3.60 0.88 -1.56
H 2.29 3.89 0.63
H 2.72 0.28 1.14
O 0.20 1.89 -2.14
H 0.99 1.52 -1.77
H -0.50 1.24 -2.10
O 0.63 -2.37 1.01
H 0.27 -1.68 0.45
H -1.85 2.68 0.42
O 2.22 1.09 1.30
H 1.38 0.95 0.78
H -1.24 1.41 0.35
O -1.90 1.84 0.92
H -4.33 0.27 -1.43
O 2.11 4.05 1.55
H -2.92 0.28 -1.88
H 2.24 3.24 2.04
O 2.16 -2.60 3.34
H 2.10 -3.49 3.06
H 1.64 -1.95 2.88
O 0.70 0.10 -0.52
H 0.78 -3.15 0.49
H 1.50 0.38 -0.86
O -0.98 -1.48 -1.21
H -1.71 -1.52 -0.57
H -0.27 -0.75 -0.84
*
```

=====

| no. | E (Ha) |
| --- | --- |
| 1 | -829.6044 |
| 2 | -666.3064 |
| 3 | -840.2534 |